# C41H58B2F32NO15P

A cluster of 5 separate species, C41H58B2F32NO15P in total (ωB97M-V with the def2-TZVPD basis set, the Open Molecules 2025 dataset).

XYZ file:
```
150
Properties=species:S:1:pos:R:3:forces:R:3
C -1.6976 -1.3671 1.1979 0.197 0.054 0.226
C -1.5983 0.1507 1.2334 -0.122 -0.299 0.143
N -0.2463 0.5824 1.6182 -0.183 0.523 0.006
C 0.1485 1.8685 0.9957 0.045 -0.437 -0.035
C 1.0343 1.6069 -0.2390 -0.227 0.227 0.042
C 2.2300 2.5516 -0.4984 -0.211 0.132 -0.214
C 1.9978 3.9722 0.0284 0.012 0.177 0.051
C 0.7938 4.6942 -0.5961 0.109 0.024 -0.133
C 2.4346 2.6144 -2.0288 0.243 -0.520 -0.075
C 3.5871 3.4935 -2.4435 0.025 0.126 0.010
O 4.7355 3.1388 -2.4374 0.047 -0.058 -0.076
O 3.4667 2.0363 -0.0090 -0.175 0.194 0.214
C 3.5279 1.4742 1.3018 0.508 -0.062 -0.106
C 3.5921 -0.0651 1.2459 -0.595 -0.085 -0.071
C 3.9898 -0.6252 -0.1174 0.198 0.038 -0.143
C 4.1441 -2.1183 -0.0484 -0.145 0.293 -0.324
O 4.8193 -2.7299 0.7394 -0.027 -0.420 0.245
O 3.4373 -2.7695 -1.0016 -0.130 0.019 0.146
C 4.7317 2.1121 2.0204 -0.547 0.156 0.017
O 5.8951 2.0827 1.1840 0.071 -0.206 0.125
C 7.0769 1.5858 1.8116 0.232 -0.062 -0.099
C 8.2443 1.9033 0.8474 -0.112 0.173 0.150
C 8.1652 1.1737 -0.4967 0.194 -0.189 0.145
P 7.4346 2.4870 3.3760 -0.333 0.008 0.290
O 6.6326 2.1471 4.5816 -0.060 0.088 -0.130
B 7.0951 0.0093 2.0619 -0.088 -0.242 0.055
O 6.5478 -0.7956 1.1154 0.434 0.463 0.474
O 7.7243 -0.5046 3.1807 0.294 0.361 -0.218
C 8.9812 -1.1544 3.0117 -0.207 -0.248 0.077
B 4.3511 3.6079 2.4461 0.175 -0.097 -0.192
O 5.0598 4.6757 1.9539 -0.880 0.302 -0.217
O 3.2955 3.8583 3.2766 0.497 0.079 0.444
C 3.0690 3.0175 4.4156 -0.118 -0.043 -0.215
C -0.0637 0.6516 3.0454 0.031 -0.194 -0.025
C -0.9009 1.6307 3.8371 0.101 0.090 0.172
O 0.7593 -0.0432 3.5804 0.051 0.014 0.026
H -2.6578 -1.6911 0.7953 0.031 -0.032 -0.040
H -1.5887 -1.7794 2.2041 -0.064 0.001 -0.006
H -0.8770 -1.7677 0.6058 -0.135 -0.055 -0.081
H -1.8295 0.5731 0.2552 0.108 -0.051 -0.029
H -2.3562 0.5348 1.9298 -0.014 0.142 -0.105
H -0.7508 2.4199 0.7005 0.075 0.153 0.098
H 0.6605 2.4734 1.7450 0.089 0.023 -0.051
H 0.3884 1.6463 -1.1175 0.033 -0.070 0.022
H 1.3829 0.5776 -0.1754 0.122 0.059 -0.030
H 1.9014 3.9696 1.1131 0.030 -0.122 0.056
H 2.9022 4.5525 -0.1768 0.020 -0.050 0.056
H 0.0412 4.0013 -0.9777 -0.044 0.006 0.138
H 0.3181 5.3601 0.1229 -0.033 -0.028 -0.007
H 1.1056 5.3096 -1.4423 -0.027 -0.032 -0.017
H 1.5054 2.9129 -2.5160 0.078 0.176 0.020
H 2.6779 1.6019 -2.3654 -0.053 -0.005 0.032
H 3.3473 4.5247 -2.7767 -0.118 0.023 0.080
H 2.6544 1.7470 1.8953 -0.106 0.043 -0.023
H 2.5970 -0.4479 1.4969 0.017 -0.041 0.016
H 4.2565 -0.4429 2.0216 0.017 0.052 -0.074
H 4.9522 -0.2115 -0.4248 -0.065 -0.037 0.025
H 3.2724 -0.3681 -0.8940 -0.081 -0.061 0.084
H 3.5663 -3.7131 -0.8256 0.132 -0.033 -0.086
H 4.8826 1.5378 2.9433 0.107 -0.089 -0.080
H 9.1829 1.6696 1.3592 0.043 0.002 -0.109
H 8.2353 2.9871 0.6883 -0.012 -0.014 -0.025
H 8.6264 1.7686 -1.2834 -0.116 0.027 -0.040
H 8.7101 0.2282 -0.4516 -0.063 -0.021 0.006
H 7.1356 0.9367 -0.7566 -0.002 0.223 -0.126
H 7.2836 3.8254 2.9707 0.206 0.048 -0.090
H 8.8286 2.3569 3.5399 0.027 -0.055 -0.062
H 6.3471 -1.6858 1.4349 -0.045 -0.212 -0.239
H 9.7866 -0.4677 3.2794 0.020 -0.027 -0.011
H 9.0152 -2.0213 3.6701 0.050 0.033 0.028
H 9.1228 -1.4990 1.9833 0.015 0.016 0.006
H 5.2170 4.5868 1.0074 0.564 -0.267 0.067
H 3.9769 2.4898 4.7105 0.018 0.061 0.053
H 2.7483 3.6646 5.2297 -0.016 -0.058 0.026
H 2.2893 2.2840 4.2030 -0.077 -0.022 0.007
H -0.8903 2.6264 3.3912 -0.085 -0.063 -0.099
H -1.9395 1.3066 3.9098 0.011 -0.015 -0.080
H -0.5002 1.7043 4.8446 0.007 -0.068 -0.009
F -4.9392 5.2128 6.1652 0.010 0.022 -0.023
C -3.7012 5.0817 5.6509 0.040 -0.004 -0.026
F -3.8137 4.8495 4.3233 -0.025 0.017 0.003
C -2.9710 3.8957 6.2889 -0.080 -0.129 -0.036
F -3.6067 2.7477 5.9819 0.020 0.013 -0.019
F -1.7487 3.8714 5.6712 0.011 0.091 0.050
C -2.6756 3.9573 7.7919 0.453 0.098 0.219
O -3.5547 3.2447 8.6326 -0.250 -0.192 -0.319
C -4.6744 3.8146 9.1606 0.043 0.030 0.226
F -4.7645 5.1260 8.8800 -0.030 0.013 -0.026
F -4.6009 3.6949 10.5083 0.008 0.074 -0.004
C -5.9413 3.0612 8.7297 0.004 -0.009 0.024
F -6.0605 3.0844 7.3881 -0.026 0.001 0.024
F -7.0159 3.6770 9.2680 -0.016 -0.011 -0.006
H -3.1397 6.0071 5.8019 -0.019 0.011 0.013
H -1.7209 3.4448 7.9021 -0.013 -0.005 0.015
H -2.5290 4.9857 8.1232 -0.130 0.033 -0.080
H -5.8966 2.0276 9.0766 -0.003 -0.008 -0.004
F -1.2446 -4.5389 0.1084 0.000 -0.003 -0.025
C -0.5724 -4.9258 -0.9883 0.030 0.064 0.023
F -0.9105 -4.0883 -2.0052 0.008 -0.093 0.048
C -0.9514 -6.3526 -1.3946 -0.137 0.007 -0.027
F -2.2509 -6.3968 -1.7410 0.021 0.001 -0.021
F -0.2078 -6.6020 -2.5168 0.036 0.010 0.018
C -0.6178 -7.4812 -0.4120 0.365 -0.341 -0.036
O -1.6775 -7.9389 0.3969 -0.322 0.252 -0.178
C -1.9430 -7.3946 1.6194 0.061 -0.163 0.149
F -1.0260 -6.4833 1.9847 -0.008 0.040 0.004
F -1.9043 -8.3956 2.5310 0.061 0.037 0.023
C -3.3638 -6.8141 1.6762 -0.002 -0.025 0.013
F -3.5049 -5.8429 0.7531 -0.015 0.001 0.030
F -3.5641 -6.2781 2.8989 -0.018 0.008 0.000
H 0.5019 -4.8397 -0.8087 0.002 0.002 -0.003
H -0.3749 -8.3307 -1.0488 -0.013 -0.009 0.018
H 0.2750 -7.2481 0.1692 -0.065 0.141 0.024
H -4.0964 -7.6021 1.4945 -0.007 0.000 -0.004
F -2.3407 -0.9315 -2.5602 0.037 0.026 0.000
C -1.0065 -1.0920 -2.6874 0.015 -0.028 0.054
F -0.4305 -0.7482 -1.5118 0.017 -0.024 -0.063
C -0.4468 -0.1725 -3.7750 -0.040 0.129 0.042
F -0.6271 1.1192 -3.4182 0.012 -0.016 -0.009
F 0.8984 -0.4148 -3.7830 -0.005 -0.029 -0.005
C -0.9245 -0.3981 -5.2130 0.265 -0.216 -0.394
O -1.9443 0.4641 -5.6726 -0.015 0.282 0.372
C -3.2618 0.1712 -5.5210 -0.062 -0.113 -0.223
F -3.4659 -1.0517 -4.9999 -0.022 0.002 0.038
F -3.8313 0.1693 -6.7566 0.040 0.045 0.022
C -3.9966 1.2529 -4.7167 -0.008 0.006 -0.031
F -3.4637 1.3577 -3.4844 -0.033 0.003 -0.002
F -5.2929 0.8912 -4.5976 -0.008 0.017 0.013
H -0.7829 -2.1382 -2.8909 -0.001 0.053 -0.099
H -0.0632 -0.1511 -5.8316 -0.017 0.010 -0.009
H -1.1596 -1.4478 -5.3911 -0.085 0.007 0.134
H -3.9272 2.2130 -5.2306 -0.002 0.009 0.004
F -7.6367 -3.1860 -10.4430 -0.022 -0.017 -0.021
C -8.8689 -3.5804 -10.0644 -0.051 -0.012 0.007
F -9.7768 -2.8101 -10.7027 0.022 0.004 -0.025
C -9.0540 -3.4039 -8.5536 0.014 0.137 0.021
F -8.9841 -2.0985 -8.2334 -0.021 -0.015 -0.003
F -10.3317 -3.8300 -8.3081 0.002 -0.029 -0.019
C -8.1581 -4.2320 -7.6250 -0.134 -0.413 0.268
O -7.0387 -3.5720 -7.0780 -0.087 0.403 -0.156
C -5.8262 -3.5632 -7.6984 0.133 -0.144 0.104
F -5.8051 -4.3393 -8.7968 0.008 0.018 -0.034
F -4.9165 -4.0735 -6.8304 0.008 -0.057 -0.047
C -5.3676 -2.1320 -8.0066 -0.060 -0.029 0.039
F -6.2462 -1.5282 -8.8308 0.042 -0.007 -0.014
F -4.1667 -2.1857 -8.6252 0.022 0.018 0.014
H -9.0247 -4.6232 -10.3526 0.025 -0.003 -0.007
H -8.7894 -4.4510 -6.7652 0.020 0.005 0.008
H -7.8925 -5.1861 -8.0813 0.034 0.083 -0.128
H -5.2843 -1.5635 -7.0815 -0.007 -0.018 -0.017
```
Positions in Å, forces in eV/Å.

Orbital gap ... 8.9378 eV
E_LUMO ... 0.12 eV
SMILES ... CCN(CC[C@](CC)(CC=O)O[C@@H](CCC(=O)O)[C@@H](O[C@@](CC)([PH2]=O)B(O)OC)B(O)OC)C(C)=O.FC(F)C(F)(F)COC(F)(F)C(F)F.FC(F)C(F)(F)COC(F)(F)C(F)F.FC(F)C(F)(F)COC(F)(F)C(F)F.FC(F)C(F)(F)COC(F)(F)C(F)F
Electronic energy ... -173265.97889 eV

Löwdin population analysis, charges in e, atoms 1 to 6:
1. C -0.078
2. C -0.231
3. N -0.083
4. C -0.149
5. C -0.078
6. C -0.440